Density functional theory data (wB97M-V/def2-TZVPD) for a structure of composition C14H14DyN7O2S3.

The calculation puts the LUMO energy (spin up / spin down) at 4.62 / 4.63 eV. The charge is -2. For the HOMO energy (spin up / spin down), the calculation gives -0.0691 / -0.0694 Ha. The spin multiplicity is 6. As for the expectation value of S²: 9.34. The value obtained for the energy above the lowest of the compared OMol25 structures with the same formula, charge and spin is 15.2 kJ/mol.

The geometry in XYZ format:
```
41
Properties=species:S:1:pos:R:3:forces:R:3
Dy -0.3976 0.1148 -0.1879 -1.226 2.516 0.599
N 3.9629 -0.6488 -1.2479 0.015 0.115 -0.109
C 2.8598 -0.0044 -0.6890 0.043 0.099 0.108
S 1.9356 1.0278 -1.7458 0.104 -0.069 0.178
N 2.7090 -0.2219 0.5831 -0.018 0.007 0.033
N 1.5734 0.3696 1.1339 0.415 -0.064 -0.198
C 1.6509 0.6776 2.3670 -0.196 0.245 0.339
C 0.5691 1.2558 3.1563 0.258 -0.119 0.056
C 0.7685 1.3726 4.5382 0.034 -0.026 -0.021
C -0.2006 1.8733 5.3841 -0.061 -0.002 -0.139
C -1.4221 2.2699 4.8225 0.049 -0.028 -0.026
C -1.6408 2.1883 3.4648 -0.042 0.051 0.122
C -0.6563 1.6905 2.5790 0.029 0.102 -0.170
O -0.8746 1.6541 1.3038 0.010 0.520 0.795
H 3.8511 -0.8019 -2.2363 0.005 -0.027 -0.019
H 4.2395 -1.4654 -0.7234 -0.021 -0.024 0.011
H 2.5984 0.4947 2.8750 0.053 -0.031 0.068
H 1.7172 1.0327 4.9460 -0.022 0.009 -0.010
H -0.0321 1.9286 6.4525 -0.009 0.003 -0.022
H -2.2161 2.6339 5.4668 0.010 -0.002 -0.016
H -2.5907 2.4727 3.0277 0.010 0.002 0.020
S -1.2380 -1.6929 1.7394 -0.125 -0.174 0.262
C -2.8500 -1.1217 1.5073 -0.154 -0.103 0.185
S -3.2637 -0.3344 0.0265 -0.027 -0.090 0.044
C -3.8241 -1.3182 2.5006 -0.192 -0.031 0.177
C -5.1705 -0.8463 2.3486 0.472 -0.155 0.061
N -6.2642 -0.4796 2.2729 -0.019 -0.022 0.013
C -3.5505 -2.0210 3.7222 -0.094 0.207 -0.419
N -3.3906 -2.5985 4.7106 -0.021 0.036 -0.014
N -1.5375 2.1930 -2.9566 -0.032 0.021 0.055
N -1.6553 2.1449 -1.5130 0.179 -0.156 -0.130
H -2.3139 1.6639 -3.3378 -0.046 0.035 -0.017
H -0.7286 1.6160 -3.1639 0.042 -0.033 0.007
H -2.5198 1.6916 -1.2367 -0.084 -0.055 0.049
H -1.7066 3.0968 -1.1798 0.102 0.037 0.138
C -1.1620 -1.7772 -3.4226 -0.083 -0.306 -0.300
C -0.8236 -0.9954 -2.2055 0.336 0.153 -0.006
O -0.0827 -1.5786 -1.3711 0.345 -2.601 -1.612
H -0.6878 -2.7657 -3.4226 -0.044 -0.004 -0.064
H -0.8616 -1.2083 -4.3081 -0.026 -0.018 0.019
H -2.2513 -1.8771 -3.4556 0.030 -0.020 -0.046
```
Forces are in eV/Å.

Results of the Löwdin charge analysis, in e, for atoms 1 through 8:
1 Dy 1.066
2 N 0.015
3 C -0.938
4 S 0.459
5 N -0.028
6 N -0.161
7 C -0.098
8 C -0.157